No. 1
Here is a molecular structure, C16H19BCdN6S in a non-equilibrium geometry from OMol25. Energies are from ωB97M-V with the def2-TZVPD basis set.

Atoms and positions in Å:
H  0.52  -3.50  1.43
N  0.82  -2.33  -0.34
B  1.97  -1.31  -2.43
N  1.72  -2.44  -1.38
C  2.35  -3.63  -1.31
Cd  -1.39  -1.66  -0.45
H  3.06  -3.90  -2.08
C  1.92  -4.29  -0.16
H  2.22  -5.27  0.17
C  1.01  -3.41  0.46
H  2.66  -1.72  -3.31
C  -0.64  2.94  1.04
H  -1.58  3.42  1.33
H  -0.86  2.07  0.41
H  0.02  3.62  0.49
N  2.72  -0.09  -1.78
N  0.59  -0.88  -2.99
N  2.12  0.59  -0.75
N  -0.54  -0.63  -2.23
C  3.92  0.47  -2.07
C  0.32  -0.61  -4.28
H  4.55  0.08  -2.86
H  1.05  -0.81  -5.04
C  4.13  1.53  -1.19
C  -0.98  -0.11  -4.36
C  2.97  1.56  -0.38
C  -1.47  -0.08  -3.05
H  4.99  2.17  -1.13
H  -1.50  0.18  -5.26
H  2.76  2.26  0.43
H  -2.40  0.32  -2.67
H  -0.13  2.56  1.92
S  -3.19  -1.67  1.24
C  -3.11  -0.32  2.30
C  -4.07  0.72  2.13
C  -4.22  1.69  3.12
C  -3.40  1.68  4.26
C  -2.41  0.69  4.40
C  -2.25  -0.29  3.42
H  -4.72  0.68  1.27
H  -4.98  2.46  3.01
H  -3.53  2.44  5.04
H  -1.76  0.69  5.27
H  -1.52  -1.09  3.53

- Kohn-Sham gap (eV) = 7.901


No. 2
Here is a molecular structure, C27H35CdN4O6P in a non-equilibrium geometry from OMol25. Energies are from ωB97M-V with the def2-TZVPD basis set.

Atoms and positions in Å:
O  -1.53  -0.13  -5.13
H  -0.79  0.16  -5.69
Cd  -0.72  0.32  -1.77
N  -1.06  2.30  -0.66
N  0.85  1.81  -2.37
N  -2.36  -0.50  -0.45
N  -1.45  -1.68  -2.56
O  -2.02  2.51  0.20
O  -2.86  0.13  0.66
O  -1.08  -2.27  -3.76
O  1.71  1.54  -3.27
C  0.97  2.96  -1.65
C  -0.02  3.17  -0.65
C  -2.67  -1.79  -0.56
C  -2.16  -2.44  -1.73
C  0.08  4.21  0.41
H  0.52  3.78  1.33
H  -0.91  4.61  0.67
H  0.72  5.04  0.09
C  2.14  3.85  -1.90
H  2.21  4.06  -2.98
H  3.08  3.36  -1.59
H  2.04  4.79  -1.36
C  -3.44  -2.51  0.50
C  -2.38  -3.90  -1.95
H  -4.12  -1.82  1.01
H  -2.76  -2.95  1.24
H  -4.03  -3.33  0.06
H  -1.97  -4.20  -2.92
H  -3.46  -4.12  -1.93
H  -1.91  -4.49  -1.16
H  -2.58  1.12  0.48
H  -1.21  -1.51  -4.42
C  -1.83  0.95  -4.16
H  -0.93  1.52  -3.90
H  -2.40  0.49  -3.34
H  -2.53  1.64  -4.66
O  -4.80  3.10  -0.97
H  -5.04  2.25  -1.37
H  -3.91  2.94  -0.59
C  1.17  2.88  4.09
C  2.30  2.55  3.34
C  2.21  1.62  2.31
C  0.99  0.98  2.02
C  -0.16  1.38  2.73
C  -0.07  2.30  3.77
P  0.83  -0.28  0.69
C  2.58  -0.76  0.49
C  3.23  -0.48  -0.72
C  4.57  -0.80  -0.88
C  5.28  -1.41  0.16
C  4.64  -1.70  1.37
C  3.29  -1.38  1.54
C  0.21  -1.80  1.51
C  0.32  -3.01  0.79
C  -0.16  -4.20  1.31
C  -0.77  -4.21  2.58
C  -0.88  -3.03  3.30
C  -0.38  -1.83  2.78
H  1.25  3.60  4.91
H  3.26  3.01  3.56
H  3.11  1.36  1.74
H  -1.13  0.94  2.48
H  -0.96  2.55  4.35
H  2.68  0.00  -1.54
H  5.07  -0.58  -1.83
H  6.34  -1.66  0.04
H  5.18  -2.17  2.19
H  2.79  -1.61  2.48
H  0.82  -3.00  -0.19
H  -0.05  -5.12  0.74
H  -1.14  -5.15  2.99
H  -1.33  -3.03  4.29
H  -0.44  -0.92  3.38

- Kohn-Sham gap (alpha / beta) (eV) = 5.284 / 5.309


No. 3
Here is 4 unconnected molecules or ions with the total composition C2H12N2O3 in a non-equilibrium geometry from OMol25. Energies are from ωB97M-V with the def2-TZVPD basis set.

Atoms and positions in Å:
C  0.90  -0.64  0.70
C  0.13  -0.53  -0.38
N  -0.69  -1.46  -1.03
N  1.43  0.59  1.21
H  1.34  -1.60  0.96
H  -0.01  0.49  -0.76
H  -1.63  -1.09  -0.89
H  -0.56  -2.36  -0.61
H  2.04  0.99  0.51
H  1.89  0.66  2.11
H  1.73  -0.42  -1.97
H  2.86  -0.36  -3.03
O  2.62  -0.09  -2.13
H  -1.67  1.39  2.48
H  -0.38  1.42  1.63
O  -1.34  1.63  1.61
H  -2.36  0.53  0.44
H  -3.46  0.77  -0.57
O  -2.86  0.07  -0.27

- ΔE to the lowest compared entry with this formula, charge and spin (kJ/mol) = 99.1
- SMILES string = N/C=C/N.O.O.O
- Kohn-Sham gap (eV) = 8.759


No. 4
Here is a single C2H7ClNPS molecule in a non-equilibrium geometry from OMol25. Energies are from ωB97M-V with the def2-TZVPD basis set.

Atoms and positions in Å:
C  -0.22  -0.93  1.26
C  0.91  -0.51  0.31
N  -1.13  0.37  -1.22
P  0.26  0.99  -0.50
S  0.08  2.55  0.67
Cl  1.68  1.32  -2.28
H  -0.31  -1.94  1.57
H  -0.04  -0.31  2.15
H  -1.18  -0.71  0.72
H  1.14  -1.44  -0.25
H  1.85  -0.41  0.87
H  -1.05  0.18  -2.19
H  -2.00  0.82  -1.10

- ΔE to the lowest compared entry with this formula, charge and spin (kJ/mol) = 18.4
- SMILES string = CC[P@@](N)(=S)Cl
- Kohn-Sham gap (eV) = 9.379


No. 5
Here is a molecular structure, C33H42BrF6N7O5S2Sb2Sn in a non-equilibrium geometry from OMol25. Energies are from ωB97M-V with the def2-TZVPD basis set.

Atoms and positions in Å:
Sn  13.49  10.22  10.65
N  15.45  6.82  8.36
C  14.46  6.38  9.37
C  13.07  6.80  8.91
N  13.09  8.26  8.81
C  11.99  8.87  8.03
C  10.82  9.06  9.02
N  11.21  9.96  10.10
H  16.19  7.32  8.83
H  15.91  6.02  7.88
H  14.52  5.27  9.57
H  14.71  6.91  10.27
H  12.80  6.37  7.93
H  12.31  6.54  9.61
H  13.98  8.48  8.32
H  12.38  9.81  7.67
H  11.76  8.28  7.17
H  9.95  9.43  8.49
H  10.59  8.10  9.43
H  10.82  10.90  9.99
H  10.83  9.69  11.00
C  17.67  10.09  13.91
Sb  16.89  10.06  11.93
C  16.52  12.17  11.67
C  18.75  9.79  10.87
C  19.55  10.90  10.27
C  20.24  11.82  11.09
C  21.05  12.79  10.49
C  21.10  12.94  9.13
C  20.32  12.13  8.33
C  19.60  11.06  8.87
C  18.82  10.20  7.92
Sb  16.72  10.67  7.68
C  16.52  9.42  5.89
C  17.12  12.47  6.58
H  18.52  10.79  13.97
H  17.93  9.11  14.31
H  16.83  10.45  14.52
H  15.59  12.28  11.12
H  17.33  12.62  11.07
H  16.40  12.72  12.61
H  18.42  9.13  10.07
H  19.31  9.18  11.54
H  20.22  11.80  12.18
H  21.68  13.44  11.11
H  21.75  13.69  8.66
H  20.35  12.23  7.26
H  18.87  9.15  8.19
H  19.21  10.31  6.90
H  17.48  9.39  5.36
H  15.79  9.91  5.26
H  16.21  8.38  6.16
H  17.82  12.30  5.78
H  17.58  13.20  7.29
H  16.19  12.86  6.23
Br  7.15  6.75  10.49
C  7.50  7.29  12.32
C  7.43  6.32  13.35
C  7.84  6.64  14.61
C  8.31  7.91  14.89
C  8.32  8.90  13.91
C  7.87  8.62  12.61
N  8.88  8.01  16.22
N  9.96  8.54  16.46
C  10.72  9.11  15.41
C  10.94  10.45  15.46
C  11.64  11.14  14.44
C  12.27  10.41  13.44
O  13.06  10.98  12.57
C  12.07  9.00  13.40
N  12.70  8.36  12.36
C  12.62  7.07  12.34
C  11.86  6.33  13.25
C  11.11  6.95  14.18
C  11.26  8.35  14.33
H  7.10  5.33  13.08
H  7.88  5.83  15.33
H  8.68  9.86  14.09
H  7.83  9.39  11.86
H  10.59  11.01  16.29
H  11.76  12.23  14.39
H  13.20  6.46  11.66
H  11.79  5.25  13.20
H  10.47  6.44  14.90
F  11.44  14.84  5.67
C  12.64  14.74  6.30
F  12.75  15.87  7.00
F  13.57  14.73  5.36
S  12.83  13.21  7.37
O  13.08  12.18  6.40
O  13.81  13.49  8.37
N  11.41  12.96  8.02
S  11.04  13.68  9.37
O  11.18  12.80  10.50
O  11.53  15.02  9.43
C  9.18  13.69  9.34
F  8.68  12.48  9.07
F  8.81  14.02  10.60
F  8.61  14.54  8.50

- ΔE to the lowest compared entry with this formula, charge and spin (kJ/mol) = 106.0
- Kohn-Sham gap (eV) = 7.273


No. 6
Here is a molecular structure, C2I3O2 in a non-equilibrium geometry from OMol25. Energies are from ωB97M-V with the def2-TZVPD basis set.

Atoms and positions in Å:
C  1.67  -0.27  0.68
C  -0.64  0.22  -0.36
O  1.88  -1.11  -0.07
O  1.65  0.62  1.39
I  -1.35  1.57  -2.08
I  -1.20  -1.85  -0.85
I  -2.02  0.80  1.29

- charge = -1
- ΔE to the lowest compared entry with this formula, charge and spin (kJ/mol) = 44.8
- Kohn-Sham gap (alpha / beta) (eV) = 6.879 / 6.880


No. 7
Here is a single C2H2N2O2 molecule in a non-equilibrium geometry from OMol25. Energies are from ωB97M-V with the def2-TZVPD basis set.

Atoms and positions in Å:
C  1.43  -0.71  -0.05
C  0.11  0.63  0.01
N  2.23  -1.51  -0.03
N  -1.15  -0.07  0.01
O  -1.62  -0.35  1.09
O  -1.65  -0.31  -1.06
H  0.35  1.14  0.94
H  0.31  1.17  -0.91

- ΔE to the lowest compared entry with this formula, charge and spin (kJ/mol) = 512.5
- SMILES string = N#CC[N+](=O)[O-]
- Kohn-Sham gap (eV) = 10.933


No. 8
Here is a molecular structure, C29H23BrF6OP2ReS2 in a non-equilibrium geometry from OMol25. Energies are from ωB97M-V with the def2-TZVPD basis set.

Atoms and positions in Å:
Re  -0.03  0.03  -2.64
S  2.38  0.09  -1.79
P  1.47  0.01  0.03
C  -0.18  -0.24  -0.50
P  -1.61  0.72  -0.15
S  -2.49  0.40  -1.96
C  -2.61  0.06  1.22
C  -2.24  -1.08  1.91
C  -3.09  -1.58  2.89
C  -4.28  -0.93  3.18
C  -4.64  0.21  2.48
C  -3.81  0.71  1.50
C  -1.41  2.50  0.18
C  -1.21  3.33  -0.91
C  -0.88  4.66  -0.73
C  -0.78  5.18  0.55
C  -1.03  4.36  1.65
C  -1.33  3.02  1.47
C  2.09  -1.46  0.88
C  1.37  -2.65  0.82
C  1.92  -3.79  1.38
C  3.17  -3.75  1.96
C  3.89  -2.56  1.99
C  3.35  -1.41  1.45
C  1.85  1.43  1.10
C  1.54  1.35  2.45
C  1.77  2.45  3.26
C  2.29  3.62  2.72
C  2.59  3.69  1.37
C  2.36  2.59  0.55
H  -1.31  -1.58  1.67
H  -2.82  -2.47  3.43
H  -4.93  -1.32  3.94
H  -5.57  0.70  2.69
H  -4.08  1.59  0.93
H  -1.35  2.93  -1.90
H  -0.70  5.27  -1.60
H  -0.52  6.22  0.70
H  -0.99  4.76  2.65
H  -1.52  2.38  2.32
H  0.41  -2.66  0.32
H  1.37  -4.72  1.35
H  3.61  -4.65  2.38
H  4.88  -2.55  2.42
H  3.90  -0.48  1.46
H  1.15  0.43  2.87
H  1.54  2.40  4.31
H  2.46  4.47  3.36
H  3.00  4.59  0.95
H  2.59  2.63  -0.51
Br  0.21  2.06  -3.85
C  -0.19  -4.26  -3.47
C  -0.13  -2.75  -3.73
O  -0.13  -2.06  -2.57
C  1.15  -2.41  -4.55
F  2.25  -2.73  -3.89
F  1.23  -3.01  -5.74
F  1.21  -1.08  -4.78
C  -1.34  -2.32  -4.61
F  -1.38  -2.90  -5.81
F  -2.50  -2.59  -4.01
F  -1.33  -0.98  -4.82
H  0.68  -4.54  -2.88
H  -0.19  -4.82  -4.40
H  -1.09  -4.48  -2.91

- 2S+1 = 2
- Kohn-Sham gap (alpha / beta) (eV) = 6.331 / 6.499


No. 9
Here is a molecular structure, H14O7 in a non-equilibrium geometry from OMol25. Energies are from ωB97M-V with the def2-TZVPD basis set.

Atoms and positions in Å:
O  -0.14  1.42  1.45
H  -0.70  1.77  2.15
H  0.14  2.20  0.96
O  0.00  2.08  -1.50
H  0.50  1.34  -1.86
H  -0.44  1.72  -0.73
O  0.09  -0.12  -0.33
H  -0.69  -0.59  -0.64
H  -0.22  0.36  0.44
O  -1.69  -1.25  -0.82
H  -2.59  -0.93  -0.92
H  -1.33  -1.23  -1.71
O  1.91  1.29  1.93
H  0.99  1.35  1.68
H  2.39  1.55  1.14
O  2.10  -0.46  -0.73
H  1.21  -0.14  -0.62
H  2.10  -1.31  -0.28
O  -0.83  -3.09  0.05
H  -1.49  -3.68  0.42
H  -1.30  -2.26  -0.06

- ΔE to the lowest compared entry with this formula, charge and spin (kJ/mol) = 788.9
- Kohn-Sham gap (eV) = 8.519


No. 10
Here is 2 unconnected molecules or ions with the total composition C3H4F2O in a non-equilibrium geometry from OMol25. Energies are from ωB97M-V with the def2-TZVPD basis set.

Atoms and positions in Å:
C  -0.70  0.66  0.57
C  -1.42  0.18  -0.44
C  1.52  -0.12  0.44
O  1.50  -0.66  -0.73
F  -2.88  0.43  -0.57
F  -1.05  -0.58  -1.39
H  -1.08  1.45  1.14
H  2.16  0.72  0.60
H  1.23  -0.80  1.30
H  0.73  -1.28  -0.92

- ΔE to the lowest compared entry with this formula, charge and spin (kJ/mol) = 417.9
- Kohn-Sham gap (eV) = 9.334


No. 11
Here is 2 unconnected molecules or ions with the total composition C3H8N2O in a non-equilibrium geometry from OMol25. Energies are from ωB97M-V with the def2-TZVPD basis set.

Atoms and positions in Å:
C  -1.00  0.14  1.55
C  -0.34  -1.21  0.65
N  0.77  -1.75  0.86
H  1.53  -1.09  1.02
H  -1.20  -1.86  0.49
H  -1.15  -0.30  2.54
H  -1.97  0.50  1.22
H  -0.26  0.93  1.68
N  0.54  0.90  -2.37
C  0.74  0.55  -1.09
O  1.68  0.92  -0.43
H  1.13  1.61  -2.79
H  -0.15  0.50  -2.98
H  -0.31  0.18  -0.36

- ΔE to the lowest compared entry with this formula, charge and spin (kJ/mol) = 352.0
- SMILES string = [H]/N=C\C.NC=O
- Kohn-Sham gap (eV) = 9.731


No. 12
Here is a single C4H10N2O molecule from OMol25. Energies are from ωB97M-V with the def2-TZVPD basis set.

Atoms and positions in Å:
C  1.81  -1.57  -0.71
C  0.80  -1.09  0.31
H  2.65  -0.87  -0.79
H  1.35  -1.67  -1.69
H  2.21  -2.54  -0.41
H  -0.01  -1.82  0.43
H  1.23  -0.83  1.27
H  -0.29  -0.10  0.42
C  -1.12  1.11  0.64
N  -2.24  1.16  -0.11
C  0.21  0.47  -0.55
N  -0.78  1.52  1.79
O  -0.21  0.32  -1.70
H  -2.11  0.94  -1.09
H  -3.00  1.77  0.15
H  -1.50  2.04  2.28
H  1.00  1.15  -0.22

- ΔE to the lowest compared entry with this formula, charge and spin (kJ/mol) = 493.3
- Kohn-Sham gap (eV) = 9.517